1.
Computed, not measured: C21H28ClN3O in the gas phase, with ωB97M-V with the def2-TZVPD basis set.

```
! wB97M-V def2-TZVPD RIJCOSX def2/J DEFGRID3
* xyz 0 1
C 4.068 4.213 -1.512
C 3.570 4.310 -0.063
N 4.250 3.467 0.896
C 5.570 3.935 1.283
C 5.500 4.725 2.589
C 4.148 2.046 0.644
C 4.137 1.262 1.960
C 4.014 -0.248 1.744
N 2.732 -0.624 1.197
C 1.786 -1.261 1.924
O 1.975 -1.666 3.054
C 0.487 -1.466 1.209
C -0.251 -2.625 1.521
C -1.454 -2.874 0.925
C -1.988 -1.964 -0.007
C -3.219 -2.124 -0.679
Cl -4.152 -3.556 -0.391
C -3.686 -1.174 -1.558
C -2.863 -0.039 -1.778
N -1.713 0.136 -1.184
C -1.261 -0.779 -0.311
C -0.020 -0.554 0.315
C -3.290 1.050 -2.719
C -4.352 0.584 -3.706
C -5.489 -0.077 -2.937
C -4.990 -1.358 -2.279
H 3.915 3.212 -1.907
H 3.524 4.917 -2.135
H 5.128 4.448 -1.574
H 3.670 5.341 0.284
H 2.506 4.054 -0.035
H 6.236 3.078 1.418
H 6.012 4.570 0.503
H 5.089 4.103 3.379
H 4.858 5.593 2.471
H 6.492 5.061 2.881
H 4.966 1.669 0.003
H 3.205 1.873 0.119
H 5.058 1.457 2.508
H 3.303 1.611 2.571
H 4.808 -0.597 1.074
H 4.100 -0.768 2.701
H 2.514 -0.323 0.262
H 0.163 -3.305 2.249
H -2.012 -3.766 1.166
H 0.483 0.372 0.082
H -3.687 1.872 -2.115
H -2.405 1.429 -3.231
H -3.920 -0.132 -4.408
H -4.722 1.437 -4.278
H -5.856 0.612 -2.173
H -6.320 -0.313 -3.604
H -4.847 -2.131 -3.043
H -5.737 -1.738 -1.578
*
```

Values from the calculation:
SMILES string: CCN(CC)CCCNC(=O)c1ccc2c(Cl)c3c(nc2c1)CCCC3
LUMO level (eV): -0.06
Energy relative to the best compared isomer or geometry (same formula, charge and spin) (kcal/mol): 2.0
HOMO-LUMO gap (Eh): 0.3008
M (g mol⁻¹): 373.93
E_HOMO (eV): -8.243

***

2.
Computed, not measured: C21H28ClN3O3S in the gas phase in a non-equilibrium geometry, with ωB97M-V with the def2-TZVPD basis set.

```
! wB97M-V def2-TZVPD RIJCOSX def2/J DEFGRID3
* xyz 0 1
C 0.314 -2.414 2.455
C 1.507 -2.216 1.595
C 2.228 -3.069 0.801
N 3.270 -2.379 0.249
C 3.154 -1.161 0.693
C 4.013 -0.047 0.368
C 3.749 1.227 0.867
C 4.573 2.286 0.541
C 5.665 2.070 -0.286
C 5.938 0.808 -0.795
C 5.111 -0.247 -0.468
H 5.297 -1.237 -0.851
H 6.790 0.661 -1.440
Cl 6.700 3.392 -0.690
H 4.374 3.276 0.923
H 2.894 1.383 1.506
O 2.107 -1.005 1.531
C 1.981 -4.480 0.464
H 2.872 -4.925 0.026
H 1.643 -5.059 1.322
S 0.633 -4.690 -0.813
O -0.633 -4.414 -0.110
C 1.005 -3.191 -1.838
C 0.584 -1.833 -1.284
O 1.317 -0.867 -1.361
N -0.666 -1.798 -0.795
C -1.250 -0.579 -0.288
H -1.775 -0.781 0.647
H -0.436 0.126 -0.101
C -2.244 0.020 -1.297
N -2.843 1.220 -0.757
C -2.000 2.396 -0.872
H -0.959 2.081 -0.967
C -2.115 3.311 0.347
C -3.546 3.739 0.672
H -3.499 4.501 1.454
C -4.402 2.572 1.166
C -5.112 1.799 0.055
C -4.213 1.483 -1.150
H -4.628 0.616 -1.671
H -4.250 2.326 -1.857
H -5.490 0.867 0.480
H -5.972 2.371 -0.302
H -5.164 2.944 1.856
H -3.762 1.885 1.721
H -4.007 4.199 -0.204
H -1.702 2.794 1.215
H -1.504 4.198 0.163
H -2.253 2.972 -1.779
H -1.717 0.197 -2.251
H -3.027 -0.721 -1.477
H -1.152 -2.673 -0.636
H 0.474 -3.359 -2.776
H 2.077 -3.184 -2.026
H -0.352 -3.145 2.003
H 0.612 -2.777 3.440
H -0.208 -1.470 2.580
*
```

Values from the calculation:
LUMO level (eV): 0.53
Energy relative to the best compared isomer or geometry (same formula, charge and spin) (kcal/mol): 23.5
HOMO-LUMO gap (Eh): 0.3148
M (g mol⁻¹): 437.99
E_HOMO (eV): -8.035

***

3.
Computed, not measured: a gas-phase ion, C21H28ClN6O (charge +1) in a non-equilibrium geometry, with ωB97M-V with the def2-TZVPD basis set.

```
! wB97M-V def2-TZVPD RIJCOSX def2/J DEFGRID3
* xyz 1 1
C -3.794 3.406 0.396
C -2.445 2.808 0.777
C -1.663 2.406 -0.474
C -0.266 1.825 -0.186
C 0.628 2.119 -1.343
N 0.786 1.243 -2.318
N 1.594 1.810 -3.203
N 1.933 2.962 -2.830
N 1.355 3.217 -1.652
C 1.571 4.463 -0.955
C 0.301 5.209 -0.716
C -0.279 5.672 0.430
C -1.459 6.344 0.028
C -1.511 6.234 -1.326
O -0.453 5.548 -1.787
N -0.240 0.326 -0.091
C -1.357 -0.340 0.613
C -1.221 -1.854 0.445
N 0.039 -2.281 1.011
C 0.136 -3.667 1.323
C 0.860 -4.537 0.517
C 0.954 -5.877 0.851
Cl 1.863 -6.939 -0.163
C 0.319 -6.365 1.981
C -0.393 -5.490 2.780
C -0.493 -4.138 2.479
C -1.245 -3.223 3.397
C 1.139 -1.675 0.299
C 1.042 -0.161 0.483
H -4.339 3.698 1.288
H -4.397 2.686 -0.152
H -3.659 4.287 -0.226
H -2.606 1.952 1.434
H -1.870 3.552 1.331
H -1.536 3.303 -1.083
H -2.235 1.708 -1.088
H 0.124 2.247 0.747
H 2.067 4.272 0.001
H 2.241 5.038 -1.602
H 0.097 5.572 1.427
H -2.162 6.841 0.664
H -2.217 6.587 -2.050
H -0.238 0.022 -1.086
H -2.310 -0.012 0.202
H -1.301 -0.079 1.671
H -2.038 -2.349 0.968
H -1.300 -2.110 -0.627
H 1.355 -4.187 -0.375
H 0.389 -7.410 2.236
H -0.876 -5.864 3.670
H -1.157 -3.572 4.422
H -0.853 -2.211 3.335
H -2.306 -3.205 3.149
H 2.077 -2.030 0.726
H 1.138 -1.897 -0.782
H 1.875 0.326 -0.024
H 1.060 0.089 1.545
*
```

Values from the calculation:
SMILES string: CCC[C@H](c1nnnn1Cc1ccco1)[NH+]1CCN(c2cc(Cl)ccc2C)CC1
LUMO level (eV): -2.33
HOMO-LUMO gap (Eh): 0.3231
M (g mol⁻¹): 415.95
E_HOMO (eV): -11.126

***

4.
Computed, not measured: 5 unconnected molecules or ions with the total composition C21H28F4O17S in a non-equilibrium geometry, with ωB97M-V with the def2-TZVPD basis set.

```
! wB97M-V def2-TZVPD RIJCOSX def2/J DEFGRID3
* xyz 0 1
O -0.422 -1.218 -1.093
C -0.374 -1.675 -2.160
O -1.080 -2.776 -2.439
C -0.270 -3.867 -2.882
C -1.081 -5.156 -3.072
C -2.238 -5.350 -2.071
C -3.460 -6.034 -2.748
C -4.717 -5.171 -2.872
C -5.203 -4.514 -1.542
C -5.686 -3.073 -1.766
C -6.604 -2.905 -2.969
O -6.006 -3.219 -4.253
S -4.577 -3.924 -4.157
O -3.525 -2.990 -3.931
O -4.386 -4.623 -5.379
H 0.208 -1.161 -2.940
H 0.595 -4.032 -2.230
H 0.163 -3.616 -3.861
H -0.376 -5.974 -2.909
H -1.382 -5.221 -4.118
H -1.884 -6.044 -1.305
H -2.527 -4.438 -1.554
H -3.153 -6.315 -3.758
H -3.746 -6.970 -2.270
H -5.523 -5.833 -3.188
H -4.458 -4.555 -0.749
H -6.069 -5.079 -1.191
H -4.862 -2.359 -1.779
H -6.277 -2.795 -0.889
H -6.877 -1.850 -3.005
H -7.542 -3.438 -2.799
O -8.117 1.243 -1.930
C -7.051 1.544 -2.342
O -6.134 0.660 -2.822
C -5.040 1.418 -3.346
C -5.170 2.718 -2.595
F -4.754 3.768 -3.343
O -6.569 2.821 -2.394
H -5.168 1.546 -4.422
H -4.092 0.917 -3.161
H -4.662 2.737 -1.630
O 4.017 2.346 2.137
C 2.952 1.976 1.767
O 2.713 0.775 1.191
C 1.295 0.654 1.018
C 0.859 2.095 1.005
F -0.378 2.248 1.534
O 1.806 2.713 1.862
H 0.872 0.102 1.858
H 1.052 0.133 0.096
H 0.893 2.570 0.023
O 7.870 6.967 0.376
C 7.350 6.174 1.083
O 6.073 5.732 0.941
C 5.870 4.685 1.899
C 6.918 5.002 2.931
F 7.392 3.871 3.521
O 7.954 5.582 2.161
H 6.035 3.719 1.425
H 4.862 4.710 2.301
H 6.597 5.707 3.700
O 7.889 3.589 10.362
C 7.785 3.709 9.191
O 8.001 2.713 8.289
C 7.641 3.220 7.002
C 7.772 4.704 7.193
F 6.875 5.379 6.429
O 7.436 4.873 8.557
H 6.616 2.923 6.770
H 8.303 2.836 6.229
H 8.775 5.095 7.011
*
```

Values from the calculation:
SMILES string: O=COCCCC[C@H]1CCCOS1(=O)=O.O=C1OC[C@@H](F)O1.O=C1OC[C@@H](F)O1.O=C1OC[C@@H](F)O1.O=C1OC[C@@H](F)O1
LUMO level (eV): 0.02
HOMO-LUMO gap (Eh): 0.3966
M (g mol⁻¹): 660.50
E_HOMO (eV): -10.775

***

5.
Computed, not measured: a molecular structure, C21H28FMnN4O3S in a non-equilibrium geometry, with ωB97M-V with the def2-TZVPD basis set.

```
! wB97M-V def2-TZVPD RIJCOSX def2/J DEFGRID3
* xyz 1 2
Mn 0.313 1.200 1.434
C 1.455 -4.257 -3.430
C 0.005 -4.039 -3.030
C -0.599 -5.311 -2.443
C -2.100 -5.132 -2.277
C -2.387 -3.855 -1.529
C -3.618 -3.663 -0.937
C -3.874 -2.526 -0.177
F -5.086 -2.368 0.355
C -2.908 -1.586 0.053
C -1.656 -1.751 -0.548
C -0.621 -0.778 -0.310
O -0.840 0.225 0.464
C 0.601 -0.963 -0.982
C 0.749 -2.020 -1.848
N -0.180 -2.951 -2.040
C -1.399 -2.863 -1.377
C 1.711 0.042 -0.870
O 2.550 0.128 -1.745
O 1.669 0.812 0.179
H 1.498 -5.120 -4.091
H 2.070 -4.467 -2.553
H 1.879 -3.414 -3.973
H -0.580 -3.754 -3.910
H -0.143 -5.507 -1.469
H -0.373 -6.154 -3.093
H -2.527 -5.971 -1.727
H -2.592 -5.110 -3.254
H -4.399 -4.403 -1.055
H -3.095 -0.729 0.684
H 1.672 -2.096 -2.403
C 2.909 3.587 -1.970
N 1.982 3.321 -0.875
C 1.106 4.117 -0.297
S 0.230 3.590 1.115
N 0.828 5.359 -0.684
C 1.154 6.054 -1.923
H 3.706 2.852 -1.899
H 3.338 4.584 -1.893
H 2.428 3.463 -2.941
H 2.106 2.419 -0.422
H 0.214 5.850 -0.054
H 1.303 5.352 -2.736
H 2.043 6.676 -1.817
H 0.317 6.698 -2.181
C -1.003 2.768 4.329
C 0.027 1.620 4.389
C 1.328 2.122 5.031
C -0.559 0.429 5.159
N 0.280 1.209 3.040
H -1.416 2.946 5.321
H -1.809 2.503 3.645
H -0.526 3.680 3.974
H 1.107 2.616 5.977
H 1.805 2.837 4.361
H 2.021 1.299 5.208
H -0.816 0.745 6.169
H 0.160 -0.388 5.216
H -1.459 0.071 4.660
*
```

Values from the calculation:
LUMO level (alpha / beta) (eV): -3.92 / -3.39
Energy relative to the best compared isomer or geometry (same formula, charge and spin) (kcal/mol): 3.3
HOMO-LUMO gap (alpha / beta) (Eh): 0.2697 / 0.2775
M (g mol⁻¹): 490.48
E_HOMO (alpha / beta) (eV): -11.258 / -10.942

***

6.
Computed, not measured: a molecular structure, C21H28N2O6S2 in a non-equilibrium geometry, with ωB97M-V with the def2-TZVPD basis set.

```
! wB97M-V def2-TZVPD RIJCOSX def2/J DEFGRID3
* xyz 0 1
C -5.108 -1.905 -2.093
H -4.792 -2.787 -1.556
O -4.988 -0.624 -1.452
C -3.951 -0.383 -0.816
C -2.790 -1.247 -0.986
C -1.758 -0.697 -0.096
C -1.875 0.434 0.740
C -2.987 1.305 0.508
C -4.140 0.870 -0.140
C -5.341 1.549 -0.019
H -5.351 2.684 0.625
H -6.273 1.054 0.287
H -5.653 1.698 -1.131
H -2.967 2.276 1.255
S -0.371 1.149 1.326
O 0.611 0.139 1.491
O -0.697 1.409 2.830
N -0.076 2.532 0.700
C 0.208 2.608 -0.879
C 1.152 1.570 -1.166
N 2.485 1.917 -1.032
S 3.511 0.898 -1.401
O 3.334 0.780 -2.900
O 4.881 1.282 -1.005
C 3.193 -0.533 -0.950
C 3.715 -0.885 0.573
C 3.119 -2.137 1.321
C 2.178 -2.623 0.739
C 1.650 -2.637 -0.451
C 2.293 -1.586 -1.210
H 1.970 -1.252 -2.352
C 0.687 -3.560 -1.280
H -0.106 -3.594 -0.467
H 0.366 -3.306 -2.148
H 1.121 -4.592 -1.267
O 1.581 -3.604 1.469
C 1.825 -3.957 2.635
H 2.840 -4.220 3.258
H 1.132 -4.731 3.152
H 1.438 -2.926 3.458
H 3.525 -2.172 2.498
H 4.241 -0.179 1.237
C 2.710 2.231 0.470
H 3.847 2.168 0.528
C 2.123 3.704 0.726
H 2.994 4.039 1.563
C 0.867 3.448 1.352
H 0.897 3.112 2.397
H 0.329 4.631 1.121
H 2.151 4.342 -0.039
H 2.456 1.560 1.084
H 0.971 0.583 -0.907
H 1.352 1.509 -2.472
H -0.788 2.078 -1.125
H 0.422 3.436 -1.078
H -0.730 -1.058 0.050
H -2.767 -2.048 -1.463
H -6.248 -1.981 -2.524
H -4.415 -1.768 -2.984
*
```

Values from the calculation:
LUMO level (eV): -0.12
Energy relative to the best compared isomer or geometry (same formula, charge and spin) (kcal/mol): 524.7
HOMO-LUMO gap (Eh): 0.3161
M (g mol⁻¹): 468.60
E_HOMO (eV): -8.722

***

7.
Computed, not measured: C21H28N4O3S in the gas phase in a non-equilibrium geometry, with ωB97M-V with the def2-TZVPD basis set.

```
! wB97M-V def2-TZVPD RIJCOSX def2/J DEFGRID3
* xyz 0 1
C -4.743 -0.283 3.583
C -3.483 0.089 2.865
C -3.242 -0.383 1.582
C -2.091 -0.047 0.894
C -1.153 0.774 1.501
N 0.015 1.174 0.792
C -0.050 2.486 0.177
C -1.212 2.624 -0.818
O -2.031 3.512 -0.692
N -1.194 1.717 -1.805
C -2.181 1.636 -2.885
C -3.557 1.312 -2.297
C -2.228 2.974 -3.629
C -1.728 0.526 -3.830
C 1.136 0.433 0.688
O 2.097 0.792 0.027
C 1.138 -0.902 1.420
C 0.615 -2.014 0.488
C 0.902 -1.618 -0.935
O 0.069 -1.115 -1.662
N 2.172 -1.801 -1.413
C 3.287 -2.283 -0.789
N 3.355 -2.842 0.367
C 4.621 -3.221 0.667
C 5.554 -2.958 -0.279
S 4.829 -2.182 -1.637
C -1.384 1.256 2.781
C -2.537 0.922 3.473
C -2.765 1.454 4.854
H -5.318 0.609 3.830
H -4.516 -0.799 4.515
H -5.360 -0.932 2.968
H -3.975 -1.020 1.108
H -1.919 -0.408 -0.108
H 0.901 2.650 -0.337
H -0.187 3.253 0.947
H -0.519 0.965 -1.769
H -3.825 2.062 -1.558
H -4.309 1.307 -3.082
H -3.546 0.336 -1.818
H -2.546 3.762 -2.953
H -1.243 3.223 -4.017
H -2.928 2.913 -4.458
H -2.466 0.381 -4.615
H -0.779 0.788 -4.293
H -1.601 -0.408 -3.290
H 2.174 -1.119 1.682
H 0.533 -0.856 2.325
H 1.107 -2.955 0.729
H -0.465 -2.115 0.596
H 2.326 -1.404 -2.334
H 4.802 -3.697 1.613
H 6.604 -3.163 -0.265
H -0.648 1.901 3.241
H -2.888 0.638 5.566
H -1.929 2.071 5.173
H -3.672 2.058 4.884
*
```

Values from the calculation:
SMILES string: Cc1ccc(N(CC(=O)NC(C)(C)C)C(=O)CCC(=O)Nc2nccs2)cc1C
LUMO level (eV): 0.59
Energy relative to the best compared isomer or geometry (same formula, charge and spin) (kcal/mol): 20.7
HOMO-LUMO gap (Eh): 0.3442
M (g mol⁻¹): 416.55
E_HOMO (eV): -8.779

***

8.
Computed, not measured: C21H28N4O4 in the gas phase, with ωB97M-V with the def2-TZVPD basis set.

```
! wB97M-V def2-TZVPD RIJCOSX def2/J DEFGRID3
* xyz 0 1
C -6.231 1.750 4.971
C -4.888 1.060 4.738
N -5.053 -0.366 4.598
C -5.070 -1.265 5.626
C -5.305 -2.487 5.067
N -5.439 -2.357 3.723
C -5.295 -1.079 3.466
C -5.325 -0.506 2.088
N -4.023 -0.593 1.449
C -3.150 0.442 1.456
O -3.434 1.530 1.932
C -1.830 0.172 0.828
C -0.743 0.945 1.236
C 0.503 0.751 0.687
C 0.699 -0.215 -0.306
O 1.971 -0.322 -0.762
C 2.291 -1.217 -1.816
C 3.810 -1.409 -1.782
C 4.521 -0.103 -2.144
N 4.080 0.351 -3.442
C 4.790 0.330 -4.587
O 4.297 0.603 -5.668
C 6.276 -0.044 -4.489
O 7.014 0.692 -3.541
C 7.137 2.055 -3.873
C 2.658 0.620 -3.490
C 1.868 -0.652 -3.179
C -0.389 -0.972 -0.732
C -1.636 -0.780 -0.164
H -6.901 1.574 4.132
H -6.080 2.820 5.076
H -6.704 1.371 5.874
H -4.408 1.455 3.838
H -4.226 1.240 5.589
H -4.911 -0.966 6.642
H -5.385 -3.445 5.539
H -6.041 -1.075 1.490
H -5.605 0.548 2.102
H -3.697 -1.521 1.234
H -0.901 1.698 1.992
H 1.350 1.337 1.005
H 1.804 -2.187 -1.640
H 4.081 -2.192 -2.492
H 4.113 -1.721 -0.782
H 4.250 0.659 -1.405
H 5.601 -0.231 -2.129
H 6.698 0.086 -5.496
H 6.371 -1.096 -4.202
H 7.642 2.180 -4.838
H 6.159 2.546 -3.923
H 7.735 2.510 -3.086
H 2.420 1.391 -2.751
H 2.418 0.985 -4.490
H 2.063 -1.401 -3.948
H 0.803 -0.419 -3.180
H -0.283 -1.715 -1.507
H -2.465 -1.366 -0.534
*
```

Values from the calculation:
SMILES string: CCn1ccnc1CNC(=O)c1ccc(OC2CCN(C(=O)COC)CC2)cc1
LUMO level (eV): 0.63
Energy relative to the best compared isomer or geometry (same formula, charge and spin) (kcal/mol): 66.6
HOMO-LUMO gap (Eh): 0.3372
M (g mol⁻¹): 400.48
E_HOMO (eV): -8.549